This record from the OMol25 dataset describes a structure of composition C8H11BrO. The level of theory is wB97M-V/def2-TZVPD.

Geometry as XYZ:
```
21
Properties=species:S:1:pos:R:3:nbo_charge:R:1
Br -3.349 -0.244 -0.099 -0.08
O -0.440 -1.824 -0.609 -0.71
C 1.025 -0.798 0.943 -0.44
C -1.509 1.631 0.843 -0.24
C 2.196 -1.498 0.213 -0.60
C -0.094 -0.581 -0.101 0.32
C -0.873 2.263 -0.146 -0.20
C -0.086 1.652 -1.207 -0.22
C -1.582 0.181 0.883 -0.23
C 0.217 0.365 -1.305 -0.21
H -2.174 2.157 1.531 0.22
H 1.381 0.039 1.431 0.21
H -1.065 -1.562 -1.295 0.48
H -0.009 2.119 -2.248 0.22
H 0.695 -1.526 1.619 0.21
H -0.817 3.342 -0.301 0.22
H -1.448 -0.290 1.817 0.21
H 2.945 -1.765 0.910 0.21
H 1.777 -2.487 -0.182 0.22
H 2.611 -1.002 -0.663 0.20
H 0.600 -0.174 -2.034 0.20
```

Computed properties:
- LUMO level: 0.02 eV
- HOMO: -8.8 eV
- E: -80561.403 eV
- Kohn-Sham gap: 0.3235 hartree
- Multiplicity: 1